Density functional theory data (ωB97M-V/def2-TZVPD) for a 7-piece molecular cluster, C22H62N4O10 overall at a distorted geometry.

Each line ends with the Löwdin charge.
CARTESIAN COORDINATES (ANGSTROEM)
O 6.545 2.351 5.854  -0.185
O -1.188 -0.798 -0.134  -0.259
O -1.132 -4.699 7.403  -0.077
O -3.019 -1.038 -3.390  -0.084
O 0.002 -3.081 -5.691  -0.157
O -1.283 4.463 1.373  -0.168
O 0.982 -3.618 5.622  -0.073
O 0.651 0.290 -1.937  -0.071
O -2.095 1.379 -1.862  -0.076
O -6.436 -0.069 -2.458  -0.064
N -4.103 6.240 -0.287  0.033
N 6.374 2.390 2.880  0.037
N -0.809 -4.709 -8.156  0.035
N 1.657 -0.254 0.887  0.065
C 7.232 1.708 6.895  -0.119
C 0.624 -0.968 1.652  -0.420
C -0.244 -4.243 5.215  -0.247
C -4.400 -1.230 -3.208  -0.240
C -0.940 3.120 1.636  -0.109
C 0.545 -4.191 -7.849  -0.442
C -0.956 2.093 -2.332  -0.226
C -0.771 -0.532 1.212  -0.174
C -1.097 -2.188 -0.514  -0.052
C 1.414 -4.028 -9.074  -0.074
C 0.504 -2.931 -6.992  -0.218
C 5.661 1.525 5.132  -0.227
C 0.755 -0.724 3.146  -0.062
C -0.655 -5.324 6.204  -0.235
C 0.163 1.218 -2.889  -0.219
C -5.018 0.015 -2.559  -0.249
C 4.102 1.382 3.229  -0.077
C 5.277 2.164 3.824  -0.449
C -1.380 -2.896 -5.526  -0.121
C -2.519 4.605 0.734  -0.232
C -2.910 6.070 0.565  -0.453
C -2.973 6.866 1.849  -0.062
H -0.182 0.670 -3.774  0.124
H 1.529 -2.562 -6.908  0.124
H 2.398 -3.668 -8.760  0.076
H 1.396 -0.035 -0.075  0.039
H 1.580 -4.934 -9.656  0.075
H 1.795 0.657 1.316  0.054
H 1.642 -1.090 3.662  0.080
H -2.137 6.556 -0.046  0.138
H 7.617 2.510 7.522  0.087
H -2.134 6.576 2.488  0.074
H -1.427 -4.764 -7.359  0.034
H -1.044 -3.516 5.081  0.117
H -1.274 2.701 -3.182  0.124
H -0.002 -2.149 -7.577  0.133
H -1.617 -2.907 -4.464  0.071
H -2.583 4.128 -0.254  0.118
H -1.554 -2.220 -1.506  0.079
H -3.332 4.140 1.322  0.131
H 0.086 -1.516 3.530  0.066
H -2.017 -3.717 -5.885  0.070
H -0.526 2.766 -1.584  0.108
H 3.246 1.676 3.843  0.075
H -0.787 0.562 1.142  0.097
H 4.223 0.301 3.182  0.081
H -1.729 0.750 -1.207  0.056
H -3.893 5.741 -1.147  0.064
H -3.840 6.567 2.451  0.080
H -0.012 -0.399 -1.852  0.051
H -0.691 -5.690 -8.394  0.069
H -2.608 -0.500 -2.705  0.043
H 4.745 1.301 5.693  0.129
H 0.695 -3.054 6.350  0.078
H 0.972 -5.007 -7.248  0.134
H 0.955 1.864 -3.271  0.124
H -1.596 -0.760 1.900  0.133
H -4.959 -1.511 -4.101  0.122
H 6.082 2.921 2.072  0.066
H -0.397 -4.476 7.978  0.078
H -0.277 3.162 2.504  0.092
H -1.583 -2.809 0.233  0.100
H 4.873 3.169 4.018  0.135
H -1.802 2.520 1.946  0.090
H -4.545 -2.016 -2.456  0.121
H -4.892 5.743 0.125  0.069
H 6.559 1.094 7.510  0.086
H -1.766 -1.988 -5.993  0.094
H -4.708 0.960 -3.004  0.118
H 0.813 -2.037 1.519  0.131
H -6.768 -0.706 -3.097  0.074
H 6.162 0.561 4.955  0.135
H -0.412 2.664 0.795  0.069
H 8.037 1.044 6.561  0.089
H 3.789 1.689 2.228  0.065
H -1.476 -5.847 5.698  0.117
H -0.054 -2.441 -0.724  0.098
H 0.365 0.193 3.587  0.082
H -0.058 -4.745 4.261  0.118
H 7.070 2.955 3.356  0.067
H -2.948 7.944 1.730  0.076
H 1.046 -3.275 -9.777  0.081
H 0.039 -6.099 6.527  0.123
H -4.641 -0.003 -1.532  0.116

Lowest unoccupied orbital energy, eV: 0.44
Frontier orbital gap, eV: 9.46
Charge: 0
SMILES string: COC[C@H](C)N.COC[C@H](C)N.COC[C@H](C)N.COC[C@H](C)N.OCCO.OCCO.OCCO
Energy relative to the best compared isomer or geometry (same formula, charge and spin), kcal/mol: 44.9